(1)
Here is a structure of composition C33H37AsBiCl6N9O5Si2 from the OMol25 dataset. Energies are from the ωB97M-V functional and the def2-TZVPD basis.

Values from the calculation:
* LUMO level: -0.0001 Ha
* DFT total energy: -216043.435 eV
* HOMO energy: -7.4 eV
* largest force on an atom: 0.5 eV/Å
* energy relative to the best compared isomer or geometry (same formula, charge and spin): 0.548 eV

Each line ends with the Löwdin charge.
Atoms and positions in Å:
Bi1 -0.9182 -0.1595 -0.8910  1.539
N1 0.4572 -4.0663 0.3793  0.126
C1 0.0806 -4.5308 -0.8582  -0.067
C2 -0.9493 -3.7344 -1.2486  -0.137
N2 -1.2041 -2.7883 -0.2872  0.017
C3 -0.3386 -3.0144 0.6768  -0.326
C4 -0.1815 -2.1618 1.8465  -0.310
N3 -0.9261 -1.1097 2.1025  0.072
C5 -0.4055 -0.5568 3.2462  -0.168
C6 0.6602 -1.2841 3.6819  -0.082
N4 0.7923 -2.3116 2.7816  0.120
H1 1.2879 -4.3506 0.8669  0.154
H2 0.5757 -5.3576 -1.3357  0.115
H3 -1.5118 -3.7602 -2.1655  0.077
H4 -0.8206 0.3378 3.6799  0.096
H5 1.3229 -1.1679 4.5210  0.112
H6 1.5199 -3.0032 2.7967  0.152
Cl1 0.9877 1.7739 1.0057  0.696
C7 0.3223 2.8250 -0.2262  -0.718
C8 -0.7048 2.3504 -1.0337  -0.418
C9 -1.2982 3.2874 -1.8679  -0.724
Cl2 -2.7135 2.8356 -2.7756  0.652
C10 -0.8701 4.6130 -1.9496  -0.708
Cl3 -1.6788 5.7502 -2.9592  0.686
C11 0.2116 5.0234 -1.1748  -0.715
Cl4 0.7700 6.6470 -1.2569  0.703
C12 0.8196 4.1221 -0.3022  -0.720
Cl5 2.1573 4.6249 0.6583  0.694
O1 5.4531 -0.9309 0.2028  0.116
C13 5.5482 0.1071 -0.6120  -0.509
O2 6.6040 0.6422 -0.8404  0.070
C14 4.2835 0.5957 -1.2416  -0.042
C15 4.1989 1.7129 -2.0506  -0.567
Cl6 5.4244 2.7396 -2.6215  0.827
N5 2.9037 1.8668 -2.4205  -0.053
N6 2.1399 0.8780 -1.9212  0.143
C16 2.9457 0.1227 -1.2005  -0.168
C17 2.3407 -1.0723 -0.5173  -0.584
O3 3.0026 -1.6890 0.3368  0.024
O4 1.1685 -1.3840 -0.8712  -0.254
C18 2.3218 2.8124 -3.3208  -0.196
C19 2.6350 4.1611 -3.2482  -0.063
C20 2.0724 5.0312 -4.1710  -0.088
C21 1.1821 4.5645 -5.1278  -0.086
C22 0.8433 3.2189 -5.1595  -0.063
C23 1.4229 2.3375 -4.2624  -0.021
H7 4.5125 -1.2687 0.2707  0.046
H8 3.3013 4.5288 -2.4804  0.094
H9 2.3204 6.0835 -4.1273  0.105
H10 0.7420 5.2521 -5.8382  0.106
H11 0.1310 2.8460 -5.8845  0.109
H12 1.1709 1.2881 -4.2751  0.060
C24 -4.7718 -0.2707 -3.5704  -0.221
Si1 -3.3554 -1.3787 -4.1381  0.222
C25 -3.7512 -3.1410 -3.6506  -0.217
C26 -3.2988 -1.2842 -6.0176  -0.235
As1 -1.3142 -0.3614 -3.5272  0.632
Si2 0.2062 -1.8001 -4.6566  0.236
C27 0.4489 -0.8808 -6.2876  -0.239
C28 1.8756 -2.0152 -3.8535  -0.208
C29 -0.4068 -3.5309 -5.0623  -0.215
H13 -5.4036 -0.0195 -4.4265  0.030
H14 -4.4131 0.6604 -3.1298  -0.032
H15 -5.3878 -0.7879 -2.8341  0.018
H16 -4.7700 -3.3490 -3.9941  0.039
H17 -3.7321 -3.2608 -2.5704  0.002
H18 -3.0913 -3.8798 -4.1056  0.010
H19 -4.0868 -1.9090 -6.4482  0.035
H20 -2.3473 -1.6096 -6.4413  -0.002
H21 -3.4664 -0.2530 -6.3376  0.032
H22 1.3161 -0.2188 -6.2211  0.021
H23 -0.4144 -0.2655 -6.5470  0.006
H24 0.6255 -1.5818 -7.1077  0.030
H25 2.4101 -1.0686 -3.7572  0.019
H26 2.4702 -2.6798 -4.4886  0.041
H27 1.7882 -2.4607 -2.8628  0.012
H28 -1.4551 -3.5759 -5.3531  -0.003
H29 -0.2505 -4.2125 -4.2233  0.021
H30 0.1859 -3.8995 -5.9047  0.035
C30 -5.6916 1.9054 1.9557  -0.023
N7 -4.9140 0.9362 1.2192  -0.091
C31 -5.3921 -0.3707 0.8297  -0.029
C32 -4.2536 -0.8594 -0.0603  -0.486
O5 -4.1890 -1.9624 -0.5326  0.063
N8 -3.3461 0.1768 -0.2263  0.033
C33 -3.7748 1.1831 0.5469  -0.410
N9 -3.1272 2.3353 0.6724  0.235
H31 -6.3964 1.3727 2.5897  0.095
H32 -6.2509 2.5748 1.2966  0.099
H33 -5.0529 2.4972 2.6124  0.088
H34 -6.3133 -0.3205 0.2428  0.141
H35 -5.5393 -1.0363 1.6801  0.140
H36 -2.2931 2.4860 0.1138  0.039
H37 -3.5106 3.0927 1.2062  0.112

Atomic forces in eV per Å
Bi -0.1 0.0 0.2
N -0.1 -0.1 0.0
C 0.1 0.0 0.0
C 0.0 0.1 0.0
N -0.1 -0.1 0.1
C 0.1 0.0 0.0
C 0.1 0.0 0.0
N -0.1 0.0 0.0
C 0.0 0.0 0.0
C 0.0 0.0 0.0
N -0.1 0.0 0.1
H 0.0 0.0 0.0
H 0.0 0.0 0.0
H 0.0 0.0 0.0
H 0.0 0.0 0.0
H 0.0 0.0 0.0
H 0.1 0.1 -0.1
Cl 0.0 0.0 -0.1
C 0.0 0.0 0.0
C 0.2 -0.1 0.0
C 0.0 0.0 -0.1
Cl 0.1 0.0 0.0
C 0.0 0.0 0.0
Cl 0.0 0.0 0.0
C 0.0 0.0 0.0
Cl 0.0 0.0 0.0
C 0.0 0.0 0.0
Cl 0.0 0.0 0.0
O 0.1 0.0 -0.1
C 0.0 0.0 0.0
O 0.0 0.0 0.0
C 0.0 0.0 0.1
C 0.0 0.0 0.0
Cl 0.0 0.0 0.0
N 0.0 0.0 0.0
N 0.0 0.1 0.0
C 0.1 -0.1 -0.1
C -0.2 0.1 0.0
O 0.1 -0.1 0.0
O 0.2 0.2 0.1
C 0.0 0.0 0.0
C 0.0 0.0 0.0
C 0.0 0.0 0.0
C 0.0 0.0 0.0
C 0.0 0.0 0.0
C -0.1 0.0 0.0
H -0.1 0.1 0.1
H 0.0 0.0 0.0
H 0.0 0.0 0.0
H 0.0 0.0 0.0
H 0.0 0.0 0.0
H 0.0 -0.1 0.0
C 0.0 0.0 0.0
Si -0.1 0.2 -0.1
C 0.1 0.0 0.0
C 0.1 0.0 0.0
As 0.0 -0.1 -0.5
Si 0.1 0.0 0.0
C 0.0 0.0 0.0
C 0.0 0.0 0.0
C -0.1 0.0 0.0
H 0.0 0.0 0.0
H 0.0 0.0 0.0
H 0.0 0.0 0.1
H 0.0 0.0 0.0
H 0.0 0.0 0.1
H 0.0 0.0 0.0
H 0.0 0.0 0.0
H 0.0 0.0 0.0
H 0.0 0.0 0.0
H 0.0 0.0 0.0
H 0.0 0.0 0.0
H 0.0 0.0 0.0
H 0.0 0.0 0.0
H 0.0 0.0 0.0
H 0.0 0.0 0.0
H 0.0 0.0 0.0
H 0.0 0.0 0.0
H 0.0 0.0 0.0
C 0.0 0.0 0.0
N 0.0 0.0 0.0
C 0.0 0.0 0.0
C 0.0 -0.1 -0.1
O 0.0 0.0 -0.2
N 0.0 0.2 0.1
C 0.0 0.1 0.1
N -0.2 -0.1 0.1
H 0.0 0.0 0.0
H 0.0 0.0 0.0
H 0.0 0.0 0.0
H 0.0 0.0 0.0
H 0.0 0.0 0.0
H 0.0 0.0 0.0
H 0.0 0.0 0.0

=====

(2)
Here is a structure of composition C5H8S from the OMol25 dataset. Energies are from the ωB97M-V functional and the def2-TZVPD basis.

Values from the calculation:
* LUMO level (alpha / beta): 0.0215 / -0.0848 Ha
* DFT total energy: -16141.870 eV
* HOMO energy (alpha / beta): -5.0 / -7.4 eV
* 2S+1: 3
* largest force on an atom: 5.2 eV/Å
* energy relative to the best compared isomer or geometry (same formula, charge and spin): 5.241 eV
* <S²>: 2.012

Each line ends with the Löwdin charge.
Atoms and positions in Å:
C1 -1.6444 -1.4393 0.7729  -0.131
C2 -0.1411 -0.2136 0.2705  -0.100
C3 0.7337 0.5892 -0.4647  -0.636
C4 -0.5167 -0.8160 1.5285  -0.313
C5 0.5959 0.9596 -1.8745  -0.133
S1 2.1366 1.3574 0.2812  0.842
H1 -2.5721 -0.7594 0.4889  0.074
H2 -0.8447 -0.0882 2.2251  0.100
H3 0.2017 -1.5120 1.9708  0.114
H4 -1.4662 -2.2334 -0.0293  0.051
H5 0.4719 1.9860 -2.0014  0.058
H6 -0.2692 0.6388 -2.2263  0.026
H7 1.6049 0.6399 -2.4342  0.146
H8 1.7096 0.8910 1.4924  -0.098

Atomic forces in eV per Å
C -3.5 -1.0 -1.2
C 0.9 1.7 -2.6
C 0.0 -0.4 2.2
C 0.5 -0.7 -1.4
C 5.2 -0.4 0.1
S -0.3 -0.4 1.0
H 2.2 -1.4 0.8
H -0.3 0.7 1.0
H 0.0 0.1 0.1
H 0.0 1.2 1.5
H 0.5 2.2 0.1
H -3.5 -2.5 -2.0
H -2.5 0.6 0.8
H 0.7 0.4 -0.4

=====

(3)
Here is a cluster of 2 separate species, C3H8N2O in total from the OMol25 dataset. Energies are from the ωB97M-V functional and the def2-TZVPD basis.

Values from the calculation:
* SMILES: [H]/N=C/N.CC=O
* LUMO level: 0.0297 Ha
* DFT total energy: -8266.722 eV
* HOMO energy: -8.5 eV
* largest force on an atom: 3.7 eV/Å
* energy relative to the best compared isomer or geometry (same formula, charge and spin): 2.604 eV

Each line ends with the Löwdin charge.
Atoms and positions in Å:
H1 -1.6554 3.2072 -0.6526  0.032
N1 -1.0249 3.0408 0.1027  0.060
C1 -0.4239 1.9967 0.4301  -0.407
N2 -0.1137 1.3498 1.6346  0.069
H2 -0.0033 1.3646 -0.3680  0.095
H3 0.1433 0.3896 1.4375  0.046
H4 -0.8717 1.2926 2.3101  0.087
C2 -0.0722 -2.0368 -1.7653  -0.055
C3 0.6645 -2.4130 -0.4906  -0.316
O1 1.0883 -1.6751 0.3525  0.041
H5 -0.0813 -2.8673 -2.5023  0.080
H6 -1.0710 -1.6401 -1.6215  0.078
H7 0.5511 -1.2890 -2.2483  0.076
H8 0.8278 -3.5103 -0.4329  0.113

Atomic forces in eV per Å
H 1.0 -0.2 -1.0
N -1.2 0.7 3.4
C 0.4 -1.9 -2.2
N -0.8 0.5 0.1
H 0.1 -0.3 -0.2
H 0.4 0.2 -0.2
H 0.2 0.8 0.1
C 0.9 -0.2 -0.6
C -0.4 -1.0 -0.7
O -0.2 0.4 0.0
H -0.2 0.2 0.8
H -0.1 0.0 0.2
H -0.1 0.5 0.0
H 0.2 0.1 0.4

=====

(4)
Here is a cluster of 2 separate species, C2H4N3 in total from the OMol25 dataset. Energies are from the ωB97M-V functional and the def2-TZVPD basis.

Values from the calculation:
* LUMO level (alpha / beta): -0.3140 / -0.2045 Ha
* DFT total energy: -6596.242 eV
* HOMO energy (alpha / beta): -13.5 / -16.5 eV
* total charge: +1
* largest force on an atom: 3.4 eV/Å
* energy relative to the best compared isomer or geometry (same formula, charge and spin): 5.224 eV

Each line ends with the Löwdin charge.
Atoms and positions in Å:
C1 2.6041 -0.1865 -0.0820  -0.149
C2 -2.4940 0.4826 0.0938  0.187
N1 1.6759 0.3256 0.4692  0.128
N2 -1.5261 -0.3166 0.0434  -0.024
N3 -0.6779 -1.0545 -0.0016  0.383
H1 3.6406 0.1963 -0.0540  0.109
H2 2.5894 -1.0928 -0.7084  0.098
H3 -2.8731 0.9336 -0.8105  0.133
H4 -2.9390 0.7123 1.0500  0.134

Atomic forces in eV per Å
C 2.8 -1.3 -1.6
C -2.4 2.1 0.2
N -2.5 0.9 1.1
N 2.5 -2.1 -0.2
N 0.2 0.3 0.1
H -0.2 0.4 0.3
H -0.5 -0.1 0.1
H 0.1 0.0 -0.2
H 0.1 -0.1 0.2

=====

(5)
Here is the molecule C5H10O2 from the OMol25 dataset. Energies are from the ωB97M-V functional and the def2-TZVPD basis.

Values from the calculation:
* SMILES: CC[C@@H](O)CC=O
* LUMO level: 0.0361 Ha
* DFT total energy: -9441.456 eV
* HOMO energy: -9.8 eV
* largest force on an atom: 0.6 eV/Å
* energy relative to the best compared isomer or geometry (same formula, charge and spin): 1.587 eV

Each line ends with the Löwdin charge.
Atoms and positions in Å:
C1 -2.4427 -0.3037 0.0055  -0.100
C2 -1.0900 0.0372 -0.6222  -0.204
C3 0.1460 -0.1987 0.2567  -0.392
O1 0.7340 -1.4552 -0.1239  -0.053
C4 1.1941 0.9156 0.1602  -0.114
C5 2.5217 0.3398 0.5867  -0.275
O2 3.4982 0.3007 -0.1212  0.055
H1 -3.1698 -0.5209 -0.7834  0.070
H2 -2.3528 -1.2023 0.6248  0.077
H3 -2.8626 0.4963 0.6275  0.073
H4 -0.8853 -0.6974 -1.4090  0.112
H5 -1.0978 1.0341 -1.0851  0.113
H6 -0.1244 -0.3544 1.3074  0.148
H7 1.1816 -1.3486 -0.9765  0.101
H8 0.9262 1.7612 0.8092  0.131
H9 1.2901 1.2921 -0.8651  0.125
H10 2.5335 -0.0958 1.6083  0.133

Atomic forces in eV per Å
C 0.0 -0.1 0.0
C 0.1 -0.2 -0.2
C 0.0 -0.1 0.0
O 0.2 0.1 0.2
C 0.1 0.0 -0.1
C 0.2 0.1 -0.1
O -0.3 0.0 0.3
H 0.0 0.1 0.2
H 0.0 0.1 -0.1
H 0.2 -0.1 -0.1
H -0.4 0.3 -0.3
H 0.0 -0.2 0.2
H 0.0 0.1 -0.1
H -0.1 0.0 0.2
H 0.0 -0.2 -0.1
H 0.0 -0.1 0.1
H 0.1 0.1 -0.1

=====

(6)
Here is a structure of composition C5H14N2O from the OMol25 dataset. Energies are from the ωB97M-V functional and the def2-TZVPD basis.

Values from the calculation:
* LUMO level: 0.0307 Ha
* DFT total energy: -10434.343 eV
* HOMO energy: -7.3 eV
* largest force on an atom: 5.4 eV/Å
* energy relative to the best compared isomer or geometry (same formula, charge and spin): 6.685 eV

Each line ends with the Löwdin charge.
Atoms and positions in Å:
C1 0.8244 -0.4949 -0.3082  -0.326
C2 -0.4268 -0.3115 0.3177  -0.034
C3 -0.2030 -2.0551 -1.0581  -0.160
C4 0.4424 1.7445 2.3026  -0.164
C5 -1.2735 -1.7516 -2.0811  -0.161
N1 0.3141 1.3609 0.9125  -0.281
N2 -0.1731 2.3976 0.0646  -0.041
O1 1.8355 -1.0123 0.4412  0.015
H1 2.6540 -0.5483 0.2190  0.115
H2 1.0729 0.0615 -1.2042  0.143
H3 0.6011 2.9684 -0.2832  0.062
H4 -0.7918 3.0591 0.5431  0.058
H5 -1.2324 0.1353 -0.2457  0.096
H6 -0.6224 -0.8529 1.2336  0.116
H7 -0.5009 -2.8123 -0.3327  0.083
H8 0.7057 -2.4296 -1.5328  0.073
H9 -0.5199 2.0550 2.7475  0.063
H10 0.8278 0.9002 2.8830  0.068
H11 1.1362 2.5938 2.4326  0.068
H12 -1.4145 -2.5865 -2.7769  0.068
H13 -1.0176 -0.8644 -2.6690  0.073
H14 -2.2381 -1.5568 -1.6055  0.065

Atomic forces in eV per Å
C -2.3 -4.0 -1.8
C 1.5 4.7 2.2
C 2.2 0.4 -0.6
C -0.5 0.1 0.0
C -0.1 0.2 0.1
N -0.5 -0.5 -0.2
N 0.0 0.1 0.1
O 0.4 0.2 0.0
H -0.2 -0.2 0.1
H -0.1 0.1 0.2
H -0.1 -0.3 0.2
H -0.1 -0.3 0.1
H 0.0 -0.4 -0.1
H 0.0 -0.1 -0.2
H 0.1 0.4 0.4
H -0.1 -0.3 -0.2
H 0.0 0.0 0.1
H 0.0 0.1 -0.1
H -0.1 -0.2 -0.2
H 0.0 0.1 0.1
H 0.0 -0.1 0.0
H 0.0 0.0 -0.1